A.
74
Properties=species:S:1:pos:R:3 method="wB97M-V/def2-TZVPD" e_homo_ev=-4.673 orbital_gap_ev=5.779 charge=-1
C -3.9345 -3.9237 -2.2913
C -4.0283 -2.8220 -1.2402
C -5.2403 -2.9915 -0.3105
N -3.2809 -1.8071 -1.1209
Ga -1.4585 -1.7169 -1.7851
C -0.9398 0.1887 -2.2053
C -1.7876 0.8783 -3.2899
C -2.0409 0.0465 -4.5621
C -1.0305 0.3087 -5.6512
F 0.2560 0.1582 -5.2255
F -1.1299 1.6001 -6.1219
C -1.2075 -0.5961 -6.9076
F -1.5588 -1.8419 -6.5821
F -2.1617 -0.1074 -7.7138
F -0.0786 -0.6682 -7.6227
P 0.0427 -2.4859 -0.1069
O 0.3807 -1.5102 1.0035
H -4.9307 -4.1045 -2.7130
H -3.6054 -4.8695 -1.8395
H -3.2520 -3.6514 -3.1013
H -5.5960 -4.0282 -0.3027
H -4.9739 -2.6607 0.6939
H -6.0688 -2.3790 -0.6918
H -1.1748 -2.6810 -3.0590
H -1.0548 0.7638 -1.2767
H 0.1253 0.2350 -2.4616
H -2.7515 1.2042 -2.8836
H -1.2856 1.8043 -3.6049
H -3.0144 0.3094 -4.9994
H -2.0614 -1.0259 -4.3574
H 1.2343 -2.8691 -0.7849
H -0.3397 -3.7588 0.4097
C -0.3670 7.4058 -7.7650
C -0.8756 6.1209 -7.9021
C -1.2512 5.3971 -6.7811
C -1.1085 5.9849 -5.5384
C -0.5992 7.2592 -5.3761
C -0.2268 7.9723 -6.5047
N -1.5152 5.2177 -4.3446
O -1.9489 4.1034 -4.5319
O -1.3846 5.7512 -3.2616
H -0.0766 7.9672 -8.6436
H -0.9791 5.6780 -8.8832
H -1.6407 4.3930 -6.8658
H -0.4970 7.6815 -4.3877
H 0.1740 8.9713 -6.3987
C 0.8174 -0.4984 3.8602
C 2.1153 -0.3977 4.3521
C 2.3848 0.3611 5.4795
C 1.3373 1.0124 6.1090
C 0.0381 0.9363 5.6381
C -0.2129 0.1761 4.5067
N 1.6134 1.8003 7.3159
O 2.7652 1.8687 7.7045
O 0.6776 2.3436 7.8725
H 0.6052 -1.0932 2.9753
H 2.9218 -0.9183 3.8521
H 3.3893 0.4457 5.8675
H -0.7571 1.4610 6.1463
H -1.2207 0.1074 4.1199
C 5.1067 -3.9466 9.2385
C 5.9953 -3.4508 8.2935
C 5.5997 -3.3100 6.9728
C 4.3115 -3.6713 6.6267
C 3.4103 -4.1687 7.5488
C 3.8183 -4.3064 8.8661
N 3.8763 -3.5067 5.2270
O 4.6895 -3.0730 4.4349
O 2.7334 -3.8038 4.9592
H 5.4182 -4.0492 10.2697
H 6.9978 -3.1686 8.5848
H 6.2754 -2.9240 6.2245
H 2.4107 -4.4370 7.2414
H 3.1263 -4.6906 9.6029

B.
74
Properties=species:S:1:pos:R:3 method="wB97M-V/def2-TZVPD" e_homo_ev=-4.621 orbital_gap_ev=5.607 charge=-1
C 1.8427 4.6446 -3.5886
C 2.3914 3.1483 -3.5001
C 3.9002 2.9287 -4.0148
N 1.7236 2.1066 -3.0922
Ga 0.5590 2.4703 -1.5794
C -1.0944 1.2506 -1.6373
C -1.9783 1.3705 -2.9583
C -2.3377 2.8582 -3.3980
C -3.7155 3.3983 -2.8338
F -3.8086 3.3486 -1.4347
F -4.7337 2.6136 -3.4568
C -4.0042 4.9014 -3.3065
F -2.8827 5.7128 -3.3318
F -4.5484 4.9101 -4.6031
F -4.9394 5.5333 -2.4651
P 1.5926 2.1622 0.5226
O 1.6207 0.6590 0.9230
H 2.1212 5.0898 -4.5948
H 2.3475 5.3005 -2.7976
H 0.7058 4.7045 -3.5212
H 4.4134 3.9444 -4.0475
H 4.4157 2.1730 -3.3555
H 3.8264 2.5939 -5.1089
H 0.0099 4.0005 -1.5643
H -0.7101 0.1705 -1.5855
H -1.7201 1.4128 -0.6981
H -1.5486 0.7788 -3.8375
H -2.9768 0.8561 -2.7290
H -2.4529 2.8431 -4.5376
H -1.5458 3.6325 -3.1710
H 0.7645 2.8343 1.5069
H 2.8850 2.8023 0.5893
C -9.5178 -1.1395 -4.2638
C -8.7233 -0.0498 -4.6046
C -7.3455 -0.1115 -4.4316
C -6.7742 -1.2728 -3.9201
C -7.5628 -2.3642 -3.5697
C -8.9401 -2.2931 -3.7434
N -5.3209 -1.3500 -3.7600
O -4.6676 -0.3677 -4.0604
O -4.8497 -2.3934 -3.3392
H -10.5927 -1.0899 -4.4053
H -9.1783 0.8477 -5.0084
H -6.7362 0.7437 -4.7004
H -7.1234 -3.2688 -3.1664
H -9.5640 -3.1388 -3.4764
C 2.7415 -1.9976 1.9331
C 2.4092 -2.4015 3.2235
C 2.5724 -3.7289 3.6025
C 3.0746 -4.6454 2.6814
C 3.4022 -4.2512 1.3866
C 3.2329 -2.9222 1.0155
N 3.2718 -6.0380 3.0838
O 2.9567 -6.3537 4.2213
O 3.7445 -6.8083 2.2626
H 2.6179 -0.9569 1.6408
H 2.0253 -1.6780 3.9346
H 2.3100 -4.0306 4.6099
H 3.7886 -4.9602 0.6639
H 3.4873 -2.6039 0.0109
C 6.4312 -2.9248 8.7162
C 5.1008 -2.6638 9.0271
C 4.3198 -1.9059 8.1626
C 4.8816 -1.4181 6.9865
C 6.2136 -1.6687 6.6724
C 6.9884 -2.4251 7.5437
N 4.0559 -0.6405 6.0606
O 2.8973 -0.4245 6.3764
O 4.5732 -0.2570 5.0251
H 7.0367 -3.5217 9.3907
H 4.6714 -3.0543 9.9428
H 3.2847 -1.7090 8.4149
H 6.6573 -1.2873 5.7603
H 8.0267 -2.6290 7.3073

It is B that is the least stable of them.

A.
15
Properties=species:S:1:pos:R:3 method="wB97M-V/def2-TZVPD" e_homo_ev=-12.511 smiles="C1=c2cc[nH][n+]2=CC1" orbital_gap_ev=7.559 charge=+1
C -1.4147 1.0609 0.7197
C 0.9736 1.2360 -0.4167
C -1.9593 -0.1776 1.0977
C 0.9255 -1.0876 -0.6704
C -0.1885 0.7556 0.0997
C 1.7318 0.1362 -1.0014
N -1.1726 -1.2125 0.6237
N -0.0993 -0.6049 0.0779
H -1.9446 1.9897 0.9273
H 1.1949 2.2198 -0.6725
H -2.8556 -0.5218 1.5506
H 1.0351 -2.2143 -0.7181
H 2.1409 0.3938 -1.9920
H 2.7600 0.2056 -0.4127
H -1.1270 -2.1791 0.7872

B.
15
Properties=species:S:1:pos:R:3 method="wB97M-V/def2-TZVPD" e_homo_ev=-14.754 orbital_gap_ev=10.605 charge=+1
C -1.0189 -1.3903 -1.6042
C -1.5761 -0.2599 -1.0173
C 0.3270 -1.6726 -1.3956
C -0.7817 0.5221 -0.2035
C 1.0691 -0.8462 -0.5708
C 0.7643 1.4796 2.3950
N 1.0551 2.3571 3.0877
N 0.5016 0.2156 0.0020
H -1.6264 -2.0488 -2.2057
H -2.6148 -0.0091 -1.1618
H 0.7874 -2.5394 -1.8393
H -1.1630 1.3920 0.3116
H 2.1097 -1.0326 -0.3505
H 0.9399 0.7352 0.8140
H 1.2268 3.0975 3.7384

C.
15
Properties=species:S:1:pos:R:3 method="wB97M-V/def2-TZVPD" e_homo_ev=-13.768 smiles="[NH2+]=C1C#CCCC=N1" orbital_gap_ev=8.405 charge=+1
C -0.8422 -1.2330 0.1375
C 0.3616 -1.4688 0.1968
C 0.4074 1.2810 0.3069
C -1.7223 -0.2134 0.0121
C 1.7203 -1.0444 0.1605
C 1.5788 0.4526 -0.2303
N -0.8417 1.2257 0.3720
N -2.9632 -0.0425 -0.2442
H 0.7367 2.2617 0.6508
H 2.1768 -1.1718 1.1432
H 2.3310 -1.5943 -0.5591
H 1.4938 0.5137 -1.3200
H 2.4900 0.9735 0.0613
H -3.5826 -0.8363 -0.3781
H -3.3442 0.8963 -0.3094

It is C that is the least stable of them.

A.
29
Properties=species:S:1:pos:R:3 method="wB97M-V/def2-TZVPD" e_homo_ev=-4.177 orbital_gap_ev=7.436 charge=-1
C 2.0580 -1.5026 0.8164
C 0.7884 -0.3499 -2.4330
C 0.9301 -0.1439 -1.0629
C 1.6893 -1.2809 -0.6093
C 2.0383 -2.0496 -1.6406
C 0.0913 0.5850 -3.2244
C -0.4778 1.7126 -2.6894
C 0.5249 1.1097 -0.4928
C -0.2966 1.8637 -1.2490
N 1.4468 -1.5052 -2.8718
H 0.8412 -2.1925 -3.2965
H 0.1687 0.5433 -4.3095
H 2.6706 -2.9176 -1.6598
H -0.8296 2.4454 -3.3834
H 0.6867 1.4977 0.4902
H 2.2848 -2.5142 1.1270
H 1.4259 -0.9266 1.5111
H -0.9436 2.6311 -0.8295
H 3.0145 -1.0100 1.0565
C -2.0133 -0.2469 2.2807
C -2.6746 1.1009 2.1842
C -0.6690 0.0364 3.0793
O -0.5451 -0.3377 4.2646
O 0.2269 0.5540 2.3669
H -2.5133 -1.0082 2.8670
H -1.6384 -0.7618 1.3972
H -1.9124 1.9034 2.1715
H -3.4306 1.2444 2.9491
H -2.9423 1.5201 1.1904

B.
29
Properties=species:S:1:pos:R:3 method="wB97M-V/def2-TZVPD" e_homo_ev=-4.574 orbital_gap_ev=7.850 charge=-1
C 1.0316 -3.9004 -0.2468
C -0.5155 -0.6044 -0.5886
C -0.4603 -1.9790 -0.8891
C 0.4255 -2.5616 0.0764
C 0.8979 -1.5233 0.8424
C -1.3342 0.3072 -1.3056
C -2.1503 -0.2559 -2.2535
C -2.0894 -1.6335 -2.6485
C -1.2853 -2.4787 -1.9268
N 0.2449 -0.3489 0.5532
H -1.2974 1.3727 -1.1510
H -2.8756 0.4388 -2.6618
H 0.4519 0.5495 1.1214
H -2.6002 -2.0906 -3.4836
H 1.7356 -1.6902 1.5245
H -1.2000 -3.5298 -2.1650
H 1.1984 -4.6445 0.5534
H 2.0942 -3.6861 -0.4626
H 0.5446 -4.2489 -1.1490
C 0.2828 3.1991 0.7491
C -1.0966 2.8112 1.3327
C 1.5340 2.6455 1.5756
O 1.8575 1.4135 1.4946
O 2.1348 3.4807 2.2691
H 0.3377 2.6225 -0.1811
H 0.4531 4.2951 0.7352
H -1.1211 1.7302 1.3162
H -1.8483 3.4391 0.8672
H -1.1491 2.9330 2.4320

It is A that is the least stable of them.

A.
10
Properties=species:S:1:pos:R:3 method="wB97M-V/def2-TZVPD" e_homo_ev=-9.213 smiles="O=c1o[nH]o/c1=N/O" orbital_gap_ev=8.993 charge=0
C 0.3244 -0.5036 -0.1291
C -0.3167 0.9478 -0.1785
H 3.3777 -0.5678 0.5332
H -2.5885 -1.5001 0.3139
N 1.5135 -0.8905 0.1981
N -1.8390 -0.7378 -0.2733
O 2.5450 0.0335 -0.0879
O -0.6974 -1.3440 -0.0154
O -1.8108 0.6705 0.3408
O 0.1435 1.9902 -0.0470

B.
10
Properties=species:S:1:pos:R:3 method="wB97M-V/def2-TZVPD" e_homo_ev=-10.503 smiles="O=c1nc(O)on1O" orbital_gap_ev=10.516 charge=0
C -0.4242 1.0414 -0.3375
C 1.1685 -0.2177 0.0560
H -2.3654 1.9136 -0.2193
H -0.5903 -1.5483 1.7535
N 0.8441 1.1694 -0.1295
N -0.0579 -1.1033 -0.2545
O -1.3394 2.1055 -0.2983
O 2.0986 -0.7814 0.4348
O -0.5292 -1.9127 0.7577
O -1.1066 -0.1327 -0.5388

It is A that is the least stable of them.

A.
16
Properties=species:S:1:pos:R:3 method="wB97M-V/def2-TZVPD" e_homo_ev=-6.508 orbital_gap_ev=6.738 charge=0
C 1.9237 1.8316 1.0273
O 1.1135 0.8331 0.6374
H 1.6511 2.2816 2.0284
H 2.9498 1.4128 1.3263
H 2.0883 2.6215 0.2409
C -1.5364 -0.3526 -1.6080
C -0.9617 -1.4863 -0.7773
N -0.6402 -0.9158 0.6130
H -0.8037 0.4280 -1.6757
H -1.6288 -0.6644 -2.6691
H -2.5897 -0.0660 -1.4744
H -1.7381 -2.2409 -0.5611
H -0.1126 -1.9567 -1.2598
H -0.8244 0.0752 0.8135
H 0.3884 -1.0204 0.5782
H -0.8135 -1.6770 1.2638

B.
16
Properties=species:S:1:pos:R:3 method="wB97M-V/def2-TZVPD" e_homo_ev=-9.638 smiles=CCOC.N orbital_gap_ev=10.705 charge=0
C -1.4223 -0.6510 -0.7595
N -1.2404 0.9218 2.3266
H -1.2951 0.0335 -1.6228
H -1.4916 -1.5699 -1.3383
H -2.1720 -0.2990 -0.0726
H -0.5311 1.5971 2.5995
H -1.6035 0.6130 3.2237
H -0.6363 0.2276 1.8962
C 1.0725 -0.7915 -0.7252
O -0.1722 -0.7204 -0.0767
C 1.6561 0.5776 -0.9130
H 0.9038 -1.2805 -1.7025
H 1.6383 -1.5699 -0.2238
H 2.6766 0.6319 -1.2758
H 1.6373 1.0186 0.0929
H 0.9800 1.2611 -1.4287

It is A that is the least stable of them.

A.
16
Properties=species:S:1:pos:R:3 method="wB97M-V/def2-TZVPD" e_homo_ev=-9.678 smiles=CCOC.N orbital_gap_ev=10.642 charge=0
C -1.6879 -0.0588 0.4418
N 1.2529 -2.4491 -1.3460
H -2.2252 0.8680 0.2217
H -1.6512 -0.1684 1.5315
H -2.2807 -0.8677 0.0265
H 0.6562 -2.8092 -2.0814
H 1.7334 -1.6611 -1.7704
H 0.6653 -2.0239 -0.6365
C 0.5636 0.6847 0.5004
O -0.4175 -0.1157 -0.1436
C 0.1885 2.1644 0.6383
H 0.7846 0.2288 1.4735
H 1.4355 0.6076 -0.1398
H 1.0401 2.7916 0.4069
H -0.6030 2.3900 -0.0755
H -0.2520 2.3986 1.6081

B.
16
Properties=species:S:1:pos:R:3 method="wB97M-V/def2-TZVPD" e_homo_ev=-8.459 orbital_gap_ev=7.194 charge=0
C 0.6445 -0.2193 -0.5973
C -0.4354 -0.8770 0.2411
C 0.0085 -1.9071 1.2573
N 0.2577 0.8105 -1.4369
H 1.1268 -1.8837 -1.6940
H 1.0179 -1.0801 -1.3064
H -1.2862 -1.2131 -0.3227
H -0.6660 0.0503 0.7737
H -0.8840 -2.4954 1.4981
H 0.2357 -1.4646 2.2433
H 0.7994 -2.6228 0.9894
H 0.0072 0.4968 -2.3770
H 1.4712 0.1091 -0.0154
H -1.2918 2.7249 0.4500
H -0.0866 1.9939 -0.2698
O -0.4675 2.2526 0.6121

It is B that is the least stable of them.

A.
19
Properties=species:S:1:pos:R:3 method="wB97M-V/def2-TZVPD" e_homo_ev="-12.982 / -12.583" spin_multiplicity=2 orbital_gap_ev="9.622 / 7.081" charge=+1
C -3.1885 -2.3148 1.2304
C -2.1139 -1.4124 1.8048
S -1.4909 -0.1288 0.6305
H -3.9698 -1.7363 0.7401
H -3.6366 -2.9465 2.0140
H -2.8399 -3.0200 0.4882
H -1.2998 -2.0970 2.0259
H -2.3590 -0.7987 2.6835
C 2.7247 0.8993 -1.9046
C 1.3387 1.2675 -1.3585
N 1.4350 1.7541 0.0890
H 2.8341 -0.1795 -1.7879
H 2.8735 1.1254 -2.9621
H 3.5955 1.3639 -1.4336
H 1.0585 2.0845 -2.0148
H 0.5530 0.4936 -1.4271
H 1.0781 2.7077 0.1190
H 2.4442 1.7712 0.2821
H 0.9632 1.1667 0.7812

B.
19
Properties=species:S:1:pos:R:3 method="wB97M-V/def2-TZVPD" e_homo_ev="-11.581 / -11.549" spin_multiplicity=2 orbital_gap_ev="7.739 / 2.875" charge=+1
C 2.7924 -1.8826 2.9439
S 3.3720 -0.2306 2.2676
C 1.9967 0.2637 1.0713
H 3.6418 -2.4804 3.0705
H 2.1274 -2.4402 2.2811
H 2.4026 -1.8834 3.9061
H 1.0302 -0.1102 1.3811
H 1.9251 1.3894 1.2297
H 2.3052 -0.0416 0.0014
C -2.9887 0.8304 -2.5605
C -2.0296 0.2392 -1.5602
N -0.9673 1.1154 -1.0564
H -3.9475 0.2780 -2.4565
H -3.1486 1.9701 -2.6638
H -2.6204 0.6445 -3.6144
H -2.6208 -0.1252 -0.7759
H -1.4954 -0.6592 -2.0468
H -1.0480 2.1576 -1.2777
H -0.7272 0.9651 -0.1407

It is B that is the least stable of them.

A.
50
Properties=species:S:1:pos:R:3 method="wB97M-V/def2-TZVPD" e_homo_ev=-8.384 smiles=CC[C@H](C)c1ccccc1OCCOCCN1CCCC1 orbital_gap_ev=9.301 charge=0
C -3.2721 -2.4621 -1.7124
C -3.8923 -2.6974 -0.3410
H -4.9803 -2.7017 -0.4311
H -3.5870 -3.6780 0.0320
C -3.4605 -1.6312 0.6746
C -3.8672 -0.2489 0.2224
C -5.1999 0.0814 0.0410
C -5.5839 1.3459 -0.3722
C -4.6186 2.3042 -0.6090
C -3.2784 2.0021 -0.4343
C -2.8934 0.7326 -0.0212
O -1.5905 0.3572 0.1702
C -0.5731 1.3102 -0.0196
C 0.7548 0.6225 0.2869
O 1.7728 1.5906 0.1959
C 3.0497 1.1432 0.5943
C 3.7625 0.3022 -0.4725
N 4.9718 -0.2822 0.0544
C 6.0183 0.6764 0.3945
H 5.8683 1.0147 1.4226
C 7.3515 -0.0719 0.2254
H 7.9448 0.3868 -0.5657
H 7.9425 -0.0625 1.1391
C 6.9391 -1.4918 -0.1732
H 6.8184 -2.1124 0.7139
H 7.6530 -1.9660 -0.8434
C 5.5798 -1.2690 -0.8207
H 4.9649 -2.1705 -0.8488
H 5.6996 -0.8925 -1.8521
H 5.9839 1.5584 -0.2637
H 3.1083 -0.5198 -0.7753
H 3.9499 0.9339 -1.3613
H 2.9832 0.5580 1.5217
H 3.6191 2.0543 0.7926
H 0.9081 -0.1994 -0.4255
H 0.7180 0.1952 1.3000
H -0.5599 1.6785 -1.0535
H -0.6978 2.1646 0.6584
H -2.5403 2.7650 -0.6248
H -4.9002 3.2955 -0.9320
H -6.6295 1.5785 -0.5073
H -5.9576 -0.6654 0.2249
C -4.0365 -1.9343 2.0598
H -3.6892 -2.9050 2.4076
H -5.1234 -1.9481 2.0354
H -3.7195 -1.1773 2.7735
H -2.3699 -1.6508 0.7441
H -3.5981 -1.5066 -2.1174
H -3.5640 -3.2490 -2.4045
H -2.1867 -2.4493 -1.6405

B.
50
Properties=species:S:1:pos:R:3 method="wB97M-V/def2-TZVPD" e_homo_ev=-8.137 orbital_gap_ev=8.973 charge=0
C -1.0880 -1.9126 -2.6372
C 0.3260 -1.4720 -2.0960
C 0.8745 -2.4115 -1.1425
C 1.9569 -1.9989 -0.3391
N 1.4941 -1.1603 0.5160
C 0.8046 -1.6775 1.8937
H 1.3638 -1.5148 2.9090
C -0.6029 -1.0966 2.0140
O -0.7764 0.2910 2.2021
C -0.7592 0.9483 1.0710
C -2.2535 1.3075 0.5410
C -2.6745 2.3835 -0.2147
C -3.8064 2.2519 -0.7754
C -4.7175 1.4813 -0.5418
C -4.3838 0.1997 -0.0837
C -3.1780 0.0261 0.7216
C -2.7354 -1.4127 1.3231
H -3.3868 -2.1106 0.8901
O -1.3136 -1.5304 1.0848
H -3.0754 -1.1459 2.4539
H -5.1255 -0.6054 0.0155
H -5.8450 1.5933 -0.8458
H -4.1071 3.4718 -1.0951
H -1.9229 3.1498 0.0018
H -0.1494 0.6870 0.0973
H -0.3270 2.0133 1.3013
H -0.8573 -1.7081 3.1267
H 0.8346 -2.5133 1.6871
C 2.4065 -0.0386 1.1310
H 2.1305 0.5346 1.9338
H 3.4334 -0.3790 1.2970
C 2.7613 0.9506 -0.2421
C 3.6322 2.2101 0.4073
C 3.9081 3.0149 -0.7613
H 2.9845 3.4538 -1.1910
H 4.5425 4.1902 -0.3237
H 4.5451 2.6563 -1.6826
H 3.0324 2.7105 1.4277
H 4.5107 1.8566 0.8573
H 1.7380 1.4554 -0.4507
H 3.4362 0.4030 -0.7480
H 2.4608 -1.4123 -0.7585
H 2.3358 -2.8468 0.2019
H 0.9791 -3.5352 -1.6365
H -0.1873 -2.7203 -0.4995
H 0.1619 -0.5942 -1.5659
H 0.9947 -1.3798 -2.8316
H -1.7579 -2.2049 -1.9107
H -0.9794 -2.7591 -3.3607
H -1.6376 -1.0996 -3.3723

It is B that is the least stable of them.